A molecular structure, C25H40AlCl4N3O3Si at a distorted geometry. Source: the Open Molecules 2025 dataset; level of theory: ωB97M-V/def2-TZVPD.

ORCA input file:
```
! wB97M-V def2-TZVPD RIJCOSX def2/J DEFGRID3
* xyz 0 1
C 1.527 -0.732 -3.040
C 1.140 0.710 -2.958
H 1.194 -1.172 -3.978
H 1.082 -1.297 -2.217
H 2.613 -0.870 -2.994
C 0.612 1.407 -3.979
C 0.417 0.896 -5.364
H 0.249 2.425 -3.811
H 0.636 -0.173 -5.467
H 1.059 1.416 -6.087
H -0.615 1.056 -5.706
Al 0.193 -0.052 0.871
Cl 2.366 0.123 1.341
Cl 0.158 -2.209 0.279
C 0.548 2.838 1.563
O -0.242 1.849 1.597
N 0.168 4.059 1.939
C -1.169 4.352 2.443
C 1.113 5.170 2.010
H 1.591 2.716 1.243
H -1.772 3.458 2.529
H -1.675 5.073 1.772
H -1.072 4.829 3.438
H 2.107 4.826 1.686
H 1.165 5.538 3.047
H 0.779 5.980 1.345
H -1.434 -0.957 -2.602
H -2.374 1.576 -2.946
C -2.244 -1.070 -1.864
C -3.154 1.181 -2.272
N -2.592 0.235 -1.321
H -1.916 -1.742 -1.070
C -2.455 0.557 -0.029
O -1.755 -0.100 0.773
H -3.607 2.008 -1.709
H -3.017 1.451 0.303
H -3.137 -1.480 -2.367
H -3.919 0.667 -2.870
O 0.278 0.743 -0.776
C 1.233 1.334 -1.559
C -0.077 3.554 -1.437
C 1.135 2.877 -1.515
H -1.009 2.975 -1.389
C -0.110 4.956 -1.403
H 2.251 1.060 -1.204
C 2.320 3.601 -1.532
H -1.068 5.462 -1.320
C 1.081 5.676 -1.513
C 2.299 4.999 -1.582
H 3.255 3.027 -1.530
H 1.047 6.763 -1.560
H 3.232 5.542 -1.689
Si 0.384 -6.679 0.222
Cl 0.553 -5.911 -1.738
C -1.459 -6.768 0.487
C 1.568 -5.518 1.040
C 0.931 -8.489 0.467
H -1.937 -5.866 0.090
H -1.716 -6.867 1.547
H -1.895 -7.632 -0.038
H 0.303 -9.234 -0.046
H 0.865 -8.741 1.538
H 1.966 -8.708 0.171
H 1.328 -4.487 0.750
H 2.583 -5.742 0.683
H 1.563 -5.592 2.129
Cl 1.085 0.670 6.458
C 0.332 -0.276 5.255
C -0.479 -1.381 5.578
C -1.120 -2.071 4.536
C -0.967 -1.588 3.231
N -0.144 -0.573 2.918
C 0.485 0.083 3.909
H -0.579 -1.646 6.624
H -1.747 -2.960 4.676
H -1.481 -2.028 2.376
H 1.141 0.894 3.618
*
```

Calculated values
E = -101760.583 eV
highest occupied orbital energy = -8.1 eV